# 1
C41H26Cl2FeN4O5S3 | ωB97M-V/def2-TZVPD

Summary:
- net charge = +1
- ΔE to the lowest compared entry with this formula, charge and spin (kJ/mol) = 20.6
- ⟨S²⟩ = 8.76
- orbital gap (spin up / spin down) (eV) = 6.497 / 5.212
- multiplicity = 6
- total energy (Eh) = -5551.791887
- HOMO level (spin up / spin down) (eV) = -10.2 / -10.2

```
82
Properties=species:S:1:pos:R:3:mulliken_spin:R:1
Fe 0.140 0.046 0.009 4.3365
Cl 5.131 -0.991 0.326 -0.0004
Cl 4.659 3.523 -2.670 0.0001
S -5.301 2.052 -0.533 0.0004
S 0.867 -2.760 -3.793 0.0002
S 4.381 -3.971 0.757 0.0002
O 0.090 0.271 -1.823 0.2103
O -0.181 -3.703 -4.030 0.0022
O 2.217 -3.230 -3.701 0.0033
O 2.215 0.414 0.394 0.1280
O 0.666 1.834 0.898 0.1356
N -1.908 -0.676 0.233 0.0893
N 5.446 2.048 -0.263 0.0004
N 0.371 -2.068 0.472 0.1465
N 0.512 -1.878 -2.431 0.0316
C 4.029 1.949 3.166 0.0031
C 4.471 -6.513 0.872 0.0002
C -3.191 -2.677 -0.017 -0.0076
C 1.605 -4.125 0.549 0.0047
C 0.421 -4.819 0.390 0.0062
C 2.937 2.621 0.999 0.0095
C 4.829 1.243 -1.219 0.0002
C 6.455 1.533 1.903 -0.0006
C 1.904 1.567 0.764 -0.0531
C -1.980 -2.019 0.178 -0.0174
C 4.125 2.140 1.791 0.0064
C -0.774 -2.756 0.313 -0.0101
C -5.442 0.335 -0.399 -0.0001
C -6.747 -0.046 -0.542 0.0003
C 5.124 1.536 3.903 0.0002
C 0.946 -1.294 -6.283 0.0023
C 3.840 1.079 -3.455 0.0005
C 0.551 -0.256 -4.146 0.0188
C 0.660 1.109 -6.082 -0.0005
C -7.627 1.043 -0.760 0.0001
C -4.340 -1.898 -0.202 0.0062
C 1.517 -2.715 0.586 -0.0128
C 0.873 -0.028 -6.857 -0.0011
C -0.798 -4.142 0.274 -0.0135
C 4.026 -0.880 -2.104 0.0014
C 0.378 -0.634 -2.728 -0.0326
C 4.611 -0.139 -1.091 -0.0002
C 0.787 -1.379 -4.918 -0.0062
C -3.204 -4.115 -0.031 0.0005
C 0.492 1.006 -4.705 0.0096
C -6.977 2.237 -0.780 -0.0001
C -3.002 0.045 0.053 -0.0011
C 6.345 1.334 3.269 0.0005
C 3.102 -6.174 0.750 -0.0005
C 5.274 -5.415 0.890 -0.0004
C 2.885 -4.824 0.678 0.0008
C 4.432 1.811 -2.442 -0.0007
C 5.343 1.898 1.158 -0.0047
C -2.060 -4.815 0.115 0.0003
C 3.630 -0.277 -3.284 0.0003
C -4.268 -0.515 -0.183 0.0026
H 7.208 1.011 3.837 0.0000
H 0.617 2.081 -6.556 0.0000
H 4.840 -7.526 0.945 0.0000
H 2.445 3.459 1.490 -0.0001
H 3.178 -0.875 -4.065 -0.0003
H 1.115 -2.174 -6.891 0.0001
H -8.694 0.942 -0.900 0.0000
H -4.152 -4.619 -0.166 -0.0001
H -7.390 3.223 -0.928 0.0000
H 7.390 1.350 1.390 0.0000
H 2.405 -2.105 0.723 -0.0053
H 2.314 -6.915 0.722 0.0000
H -7.087 -1.072 -0.484 0.0000
H -5.287 -2.394 -0.372 0.0004
H -2.885 1.122 0.108 0.0015
H 0.318 1.875 -4.084 0.0042
H 6.349 -5.372 0.969 0.0000
H 3.077 2.127 3.659 0.0001
H 0.986 0.075 -7.929 -0.0002
H 0.425 -5.901 0.345 0.0003
H 5.713 2.958 -0.596 0.0000
H 3.549 1.573 -4.372 0.0000
H 5.033 1.372 4.969 0.0000
H -2.069 -5.897 0.113 0.0001
H 3.259 2.948 0.008 0.0035
H 3.896 -1.948 -1.974 0.0002
```

=====

# 2
C4H6O4 | ωB97M-V/def2-TZVPD

Summary:
- net charge = -2
- ΔE to the lowest compared entry with this formula, charge and spin (kJ/mol) = 169.0
- orbital gap (eV) = 7.647
- multiplicity = 1
- total energy (Eh) = -456.958868
- HOMO level (eV) = -1.0

```
14
Properties=species:S:1:pos:R:3:nbo_charge:R:1
O -2.503 -0.657 -0.474 -0.7621
O -3.789 0.480 0.749 -0.8428
O 3.057 -1.879 -1.067 -0.8041
O 3.187 0.114 -2.072 -0.8274
C -2.671 0.118 0.392 0.7744
C -1.430 0.418 1.361 -0.7709
C 1.442 0.110 -0.607 -0.7417
C 2.605 -0.748 -1.374 0.7707
H 1.786 0.160 0.400 0.1886
H 0.497 -0.449 -0.557 0.2120
H -1.403 1.353 1.780 0.1791
H -0.681 0.310 0.634 0.2239
H 1.325 1.105 -1.086 0.2026
H -1.423 -0.434 1.920 0.1976
```

=====

# 3
C4H3NO | ωB97M-V/def2-TZVPD

Summary:
- ΔE to the lowest compared entry with this formula, charge and spin (kJ/mol) = 702.3
- orbital gap (spin up / spin down) (eV) = 7.522 / 7.372
- multiplicity = 1
- total energy (Eh) = -283.905607
- HOMO level (spin up / spin down) (eV) = -9.2 / -9.0

```
9
Properties=species:S:1:pos:R:3:nbo_charge:R:1
O 1.717 0.173 0.945 -0.3819
N -1.963 -1.035 0.669 -0.2421
C 0.986 0.566 0.022 0.2775
C -1.990 0.119 0.313 0.0211
C -1.795 1.272 -0.266 -0.0786
C 1.436 -0.753 -0.176 -0.2752
H -1.364 2.181 -0.778 0.2687
H 2.171 -0.970 -0.855 0.1970
H 0.802 -1.554 0.125 0.2136
```

=====

# 4
C2H8N3O | ωB97M-V/def2-TZVPD

Summary:
- net charge = +1
- ΔE to the lowest compared entry with this formula, charge and spin (kJ/mol) = 25.7
- orbital gap (eV) = 11.410
- multiplicity = 1
- total energy (Eh) = -320.314769
- HOMO level (eV) = -14.5

```
14
Properties=species:S:1:pos:R:3:nbo_charge:R:1
O 0.502 0.722 -0.081 -0.7183
N -0.789 -1.976 0.383 -0.7127
N -2.042 -0.156 -0.240 -0.6981
N 2.409 1.932 0.097 -0.7721
C 1.719 0.834 -0.197 0.5579
C -1.931 -1.421 0.062 0.3918
H -1.243 0.494 -0.234 0.4656
H 3.387 1.840 0.318 0.4130
H 2.388 -0.002 -0.433 0.1325
H 0.075 -1.451 0.364 0.4440
H -2.878 -1.903 0.234 0.2263
H 2.025 2.859 0.193 0.4200
H -2.975 0.222 -0.190 0.4209
H -0.801 -2.984 0.439 0.4291
```

=====

# 5
C17H19FN6O2S2 | ωB97M-V/def2-TZVPD

Summary:
- ΔE to the lowest compared entry with this formula, charge and spin (kJ/mol) = 0.0
- orbital gap (eV) = 8.552
- multiplicity = 1
- total energy (Eh) = -2034.451672
- HOMO level (eV) = -8.3

```
47
Properties=species:S:1:pos:R:3:nbo_charge:R:1
S -1.632 -1.885 -0.418 0.3911
S 1.504 -5.280 -2.052 0.2745
F -5.710 3.274 -1.095 -0.3518
O -2.706 3.230 0.841 -0.5073
O -0.730 4.823 -0.190 -0.5271
N 3.186 -4.551 2.012 -0.5735
N 2.892 -3.915 -0.236 -0.5955
N 0.395 -1.312 -1.873 -0.4483
N 2.057 -5.957 0.479 -0.5784
N 2.319 -6.420 2.614 -0.7593
N 3.947 -2.665 1.166 -0.7587
C -0.722 0.752 -1.058 -0.0987
C 0.274 2.975 -1.263 -0.2787
C 0.304 5.274 0.742 -0.0624
C -1.691 1.328 -0.229 -0.2445
C -0.709 3.506 -0.445 0.3260
C -0.603 -0.732 -1.218 0.0653
C -0.198 4.990 2.181 -0.6418
C 2.283 -5.061 -0.479 0.3337
C 1.305 -3.550 -2.637 -0.5472
C -1.734 2.680 0.069 0.2299
C -0.628 -3.194 -0.997 -0.4433
C -4.405 3.515 -0.908 0.0324
C 2.621 -5.656 1.606 0.5774
C 0.238 1.616 -1.615 -0.1664
C 0.336 -2.714 -1.820 0.1212
C 3.269 -3.778 0.988 0.5754
C -4.077 3.003 0.479 -0.0878
H -1.267 5.216 2.283 0.2276
H 0.403 5.619 2.856 0.2094
H -4.219 4.573 -0.976 0.1668
H -4.341 1.938 0.554 0.1748
H 4.403 -2.347 0.286 0.3994
H 2.549 -5.986 3.498 0.3946
H -0.860 -4.251 -0.822 0.2574
H -4.703 3.548 1.233 0.2029
H 1.103 3.570 -1.674 0.2284
H 2.266 -3.033 -2.571 0.2599
H -2.441 0.693 0.195 0.2153
H 0.436 6.352 0.635 0.1894
H 1.026 1.188 -2.260 0.2365
H 0.972 -3.538 -3.664 0.2470
H -3.814 2.994 -1.722 0.1646
H 4.526 -2.790 1.972 0.3851
H 1.271 4.820 0.598 0.1774
H -0.085 3.926 2.455 0.2112
H 1.388 -6.788 2.479 0.3964
```

=====

# 6
CH3IS2 | ωB97M-V/def2-TZVPD

Summary:
- ΔE to the lowest compared entry with this formula, charge and spin (kJ/mol) = 231.7
- orbital gap (spin up / spin down) (eV) = 7.252 / 7.254
- multiplicity = 1
- total energy (Eh) = -1133.871685
- HOMO level (spin up / spin down) (eV) = -8.7 / -8.7

```
7
Properties=species:S:1:pos:R:3:nbo_charge:R:1
I 1.828 1.662 0.084 0.1857
S -0.812 -2.470 0.103 -0.3753
S 0.552 -1.291 -0.558 0.5673
C 0.753 -0.132 0.600 -0.6050
H -1.547 1.358 -0.885 0.0189
H 0.199 -0.154 1.517 0.2354
H -0.973 1.027 -0.860 -0.0269
```